Record 1
Computed, not measured: 2 unconnected molecules or ions with the total composition C39H43ClO6, with ωB97M-V/def2-TZVPD.

The geometry in XYZ format:
```
89
Properties=species:S:1:pos:R:3:lowdin_charge:R:1
C -2.231 3.074 -2.726 0.1586
C -1.424 2.380 -2.164 -0.0771
C -0.639 1.275 -1.639 -0.1022
C -1.191 0.335 -0.742 -0.0950
C -2.624 0.519 -0.281 -0.1054
C -2.873 1.883 0.450 -0.1100
C -2.829 1.731 1.971 -0.2125
C -2.074 2.648 2.722 -0.0393
C -1.995 2.500 4.107 -0.0944
C -2.648 1.471 4.777 -0.1016
C -3.435 0.570 4.054 -0.0810
C -3.502 0.730 2.670 -0.0586
C -0.413 -0.748 -0.295 -0.1383
C -0.887 -1.857 0.639 -0.1206
C -2.205 -2.570 0.235 -0.1967
C -2.454 -2.682 -1.283 -0.1721
C -3.967 -2.997 -1.488 -0.1650
C -4.453 -2.681 -2.906 -0.1773
O -4.692 -1.276 -3.080 -0.0238
C -5.878 -0.866 -2.543 -0.5195
C -7.194 -1.223 -3.224 0.0157
O -5.912 -0.223 -1.529 0.1168
C 0.918 -0.824 -0.731 0.0506
C 1.475 0.121 -1.576 -0.0761
C 0.694 1.176 -2.063 -0.0236
C 1.349 2.159 -3.014 -0.2628
O 0.800 2.583 -3.999 0.1395
C 2.770 2.512 -2.626 -0.0362
C 3.544 1.465 -2.123 -0.0703
C 4.843 1.736 -1.710 0.0432
C 5.359 3.029 -1.793 -0.2209
C 6.769 3.309 -1.295 -0.2347
C 7.805 3.565 -2.409 -0.1103
C 4.581 4.075 -2.330 -0.4726
Cl 5.293 5.671 -2.402 0.7582
C 3.259 3.826 -2.755 -0.1600
C 2.376 4.878 -3.285 -0.1239
C 2.797 5.974 -4.031 -0.0191
C 2.915 0.090 -2.021 -0.2744
O 3.513 -0.922 -2.292 0.1326
H -2.647 3.916 -3.241 0.0446
H -3.265 0.516 -1.173 0.1124
H -2.971 -0.253 0.400 0.0716
H -2.129 2.638 0.193 0.0926
H -3.890 2.192 0.177 0.1269
H -1.569 3.448 2.183 0.1099
H -1.385 3.223 4.649 0.1009
H -2.573 1.356 5.857 0.0980
H -3.983 -0.242 4.525 0.1013
H -4.119 0.031 2.099 0.1110
H -0.104 -2.628 0.643 0.1046
H -0.905 -1.476 1.671 0.1262
H -3.080 -2.156 0.751 0.0902
H -2.126 -3.602 0.614 0.1137
H -2.273 -1.758 -1.839 0.1077
H -1.908 -3.555 -1.663 0.1207
H -4.494 -2.301 -0.814 0.1035
H -4.242 -4.002 -1.142 0.1219
H -3.712 -2.993 -3.652 0.1325
H -5.371 -3.258 -3.111 0.1166
H -7.104 -2.081 -3.900 0.0759
H -7.978 -1.429 -2.493 0.0901
H -7.523 -0.359 -3.815 0.0940
H 1.563 -1.639 -0.398 0.1299
H 5.482 0.949 -1.312 0.1307
H 6.796 4.111 -0.547 0.1036
H 7.084 2.406 -0.750 0.1054
H 8.726 3.930 -1.932 0.0743
H 7.484 4.334 -3.116 0.0394
H 8.070 2.653 -2.955 0.0764
H 1.302 4.737 -3.096 0.1107
H 3.101 5.924 -5.079 0.0659
H 2.839 6.945 -3.521 0.0572
C 3.821 -4.357 3.944 -0.1109
O 3.172 -4.382 5.205 -0.1913
C 2.383 -3.226 5.447 -0.2041
C 0.916 -3.465 5.142 -0.2032
O 0.692 -3.731 3.765 -0.2015
C 0.590 -5.115 3.477 -0.1109
H 4.116 -5.377 3.699 0.0894
H 3.169 -3.985 3.151 0.0817
H 4.718 -3.732 3.997 0.0886
H 2.761 -2.373 4.875 0.1262
H 2.480 -2.989 6.510 0.1250
H 0.359 -2.556 5.388 0.1249
H 0.519 -4.276 5.761 0.1267
H -0.414 -5.476 3.724 0.0883
H 1.330 -5.704 4.023 0.0841
H 0.759 -5.248 2.409 0.0870
```

The value obtained for the calculated total energy is -65941.800 eV. The multiplicity is 1. The calculation puts the LUMO energy at -0.024 Eh. The SMILES is C#Cc1c(CCc2ccccc2)c(CCCCCOC(C)=O)cc2c1C(=O)c1c(cc(CC)c(Cl)c1C=C)C2=O.COCCOC.

=====

Record 2
Computed, not measured: a molecular structure, C39H43N3O2RuTe, with ωB97M-V/def2-TZVPD.

The geometry in XYZ format:
```
89
Properties=species:S:1:pos:R:3:lowdin_charge:R:1
Ru 0.098 -0.005 -0.703 1.1264
C -2.250 -1.658 -1.870 -0.0375
C -2.713 -0.555 -2.823 -0.3584
C -1.530 0.066 -3.563 -0.0835
C -3.552 0.475 -2.088 -0.1367
C -4.898 0.534 -2.412 -0.0292
C -5.754 1.445 -1.819 -0.0495
C -5.273 2.266 -0.818 -0.0297
C -3.941 2.238 -0.431 -0.1301
C -3.545 3.053 0.784 -0.3890
C -3.678 4.557 0.528 -0.0470
C -4.403 2.648 1.989 -0.0572
C -3.040 1.391 -1.138 -0.1675
N -1.683 1.492 -0.882 0.0069
C -1.141 2.683 -0.762 -0.0921
C 0.089 2.914 -0.140 -0.3166
C 0.723 4.146 0.185 -0.0018
C 1.859 3.824 0.879 -0.0120
C 1.905 2.397 0.973 -0.2626
N 0.840 1.877 0.374 0.0235
C 2.964 1.584 1.653 -0.5459
C 2.690 0.083 1.530 -0.0704
C 2.978 1.941 3.148 -0.0274
C 4.326 1.924 1.031 -0.0375
H -1.676 -2.419 -2.396 0.0915
H -3.092 -2.142 -1.383 0.1013
H -1.607 -1.223 -1.074 0.0110
H -3.361 -1.020 -3.574 0.1374
H -0.711 0.292 -2.852 -0.0017
H -1.829 0.984 -4.062 0.0967
H -1.150 -0.623 -4.317 0.0831
H -5.287 -0.129 -3.170 0.1156
H -6.786 1.506 -2.128 0.1113
H -5.944 2.953 -0.326 0.1148
H -2.500 2.848 1.043 0.1033
H -4.706 4.828 0.309 0.0820
H -3.060 4.878 -0.308 0.0685
H -3.361 5.110 1.408 0.0862
H -5.426 2.989 1.873 0.0784
H -4.002 3.095 2.895 0.0841
H -4.420 1.567 2.114 0.0783
H -1.670 3.552 -1.154 0.1405
H 0.355 5.124 -0.059 0.1135
H 2.577 4.507 1.289 0.1118
H 1.656 -0.131 1.800 0.0568
H 3.338 -0.468 2.206 0.1024
H 2.875 -0.287 0.518 -0.0061
H 2.050 1.625 3.622 0.0902
H 3.105 3.009 3.303 0.0848
H 3.802 1.421 3.632 0.0900
H 4.328 1.706 -0.039 0.0387
H 5.106 1.334 1.505 0.0925
H 4.565 2.976 1.161 0.0854
O 1.127 -3.723 1.193 0.1019
C 0.628 -2.681 0.836 -0.6095
O 0.730 -2.116 -0.290 -0.1362
C -0.254 -1.908 1.862 -0.1852
C -0.418 -2.390 3.153 0.0254
C -1.187 -1.654 4.038 -0.0220
C -1.779 -0.479 3.598 -0.0276
C -1.557 -0.071 2.294 -0.1006
N -0.810 -0.774 1.454 0.0559
H 0.063 -3.314 3.429 0.1276
H -1.327 -1.996 5.052 0.1190
H -2.408 0.107 4.246 0.1128
H -2.000 0.835 1.908 0.0947
Te 2.559 0.235 -2.091 1.5658
C 2.731 0.969 -4.115 -0.4642
C 1.638 1.258 -4.917 -0.1271
C 1.833 1.749 -6.197 -0.0646
C 3.115 1.955 -6.675 -0.0615
C 4.206 1.682 -5.868 -0.0649
C 4.017 1.194 -4.587 -0.1353
C 2.676 -1.840 -2.584 -0.5018
C 3.608 -2.648 -1.952 -0.1277
C 3.681 -3.988 -2.294 -0.0579
C 2.835 -4.508 -3.259 -0.0567
C 1.885 -3.698 -3.860 -0.0642
C 1.804 -2.361 -3.525 -0.1392
H 0.637 1.101 -4.551 0.0657
H 0.981 1.984 -6.815 0.1117
H 3.268 2.324 -7.678 0.1130
H 5.208 1.863 -6.233 0.1145
H 4.864 0.978 -3.951 0.0982
H 4.270 -2.234 -1.206 0.1022
H 4.398 -4.626 -1.805 0.1131
H 2.913 -5.546 -3.542 0.1116
H 1.200 -4.104 -4.589 0.1107
H 1.074 -1.713 -3.997 0.0849
```

The total charge is +1. The value obtained for the calculated total energy is -59573.935 eV. The multiplicity is 2. The calculation puts the LUMO energy (alpha / beta) at -0.179 / -0.180 Eh. The expectation value of S² is 0.787.

=====

Record 3
Computed, not measured: 3 unconnected molecules or ions with the total composition C39H44BBrCl2N4O11S, with ωB97M-V/def2-TZVPD.

The geometry in XYZ format:
```
103
Properties=species:S:1:pos:R:3:lowdin_charge:R:1
C 2.459 -3.319 3.899 0.0093
C 1.480 -3.612 2.798 -0.5656
O 1.801 -4.285 1.848 0.0788
N 0.218 -3.080 2.896 -0.1133
C -0.213 -2.584 4.202 -0.1024
C -0.755 -3.635 1.983 -0.1473
C -1.265 -4.862 2.446 -0.4612
Br -0.659 -5.668 4.069 0.8986
C -2.197 -5.638 1.785 -0.2995
N -2.716 -6.846 2.271 0.1118
C -2.347 -7.914 1.688 -0.3853
C -3.276 -9.091 1.762 -0.0226
C -1.045 -8.084 0.953 -0.0037
C -2.588 -5.151 0.549 -0.3066
O -3.485 -5.896 -0.191 0.0039
C -2.066 -3.972 0.045 -0.3479
C -1.154 -3.117 0.697 -0.0583
N -0.639 -1.923 0.051 0.0482
C 0.096 -1.007 0.906 -0.1836
C -0.730 -0.253 1.943 -0.3599
C 0.253 0.601 2.770 -0.0514
C -1.799 0.721 1.403 -0.0582
C -1.305 -1.336 -1.070 -0.1315
C -2.262 -2.018 -1.823 -0.4219
C -2.991 -1.492 -2.879 -0.0736
C -2.788 -0.197 -3.312 -0.0885
B -3.634 0.423 -4.478 -0.5464
O -3.564 -0.211 -5.705 0.1478
N -4.480 1.583 -4.316 -0.0790
C -5.754 1.474 -5.044 -0.0819
C -4.814 1.833 -2.889 -0.0662
C -1.771 0.491 -2.655 -0.0318
C -1.027 -0.027 -1.596 -0.1589
C 0.086 0.907 -1.149 -0.5720
Cl 1.664 0.138 -1.685 0.7613
C 0.181 2.333 -1.738 -0.7373
C 0.639 2.499 -3.196 -0.1289
Cl -1.226 3.360 -1.328 0.6909
S -2.647 -3.713 -1.592 1.1119
H 2.240 -3.894 4.794 0.0853
H 3.460 -3.564 3.565 0.0881
H 2.450 -2.255 4.131 0.0779
H 0.363 -1.704 4.467 0.0746
H -0.052 -3.283 5.019 0.0347
H -1.262 -2.324 4.216 0.0990
H -3.640 -9.183 2.782 0.0860
H -4.150 -8.843 1.164 0.0860
H -2.827 -10.011 1.406 0.0714
H -1.199 -7.909 -0.114 0.0917
H -0.260 -7.456 1.358 0.0805
H -0.746 -9.125 1.047 0.0792
H -2.992 -6.291 -0.920 0.0958
H 0.764 -0.322 0.415 0.0422
H 0.872 -1.596 1.370 0.1149
H -1.307 -0.910 2.577 0.1038
H 0.437 1.526 2.225 0.0729
H -0.236 0.899 3.696 0.0854
H 1.174 0.067 2.983 0.0739
H -1.399 1.677 1.075 0.0461
H -2.432 0.978 2.255 0.0864
H -2.471 0.296 0.663 0.0832
H -3.733 -2.082 -3.399 0.1124
H -3.677 0.433 -6.411 0.0968
H -6.255 2.440 -5.030 0.0855
H -6.412 0.728 -4.591 0.0972
H -5.624 1.209 -6.088 0.0762
H -5.213 0.927 -2.430 0.0952
H -5.586 2.599 -2.841 0.0841
H -3.937 2.177 -2.353 0.0606
H -1.591 1.477 -3.037 0.0732
H 0.145 1.099 -0.093 0.0531
H 0.987 2.789 -1.172 0.0529
H 0.152 3.359 -3.647 0.0727
H 1.714 2.607 -3.253 0.0463
H 0.355 1.649 -3.809 0.0708
O 4.141 2.339 -2.961 0.0953
C 5.140 2.710 -2.374 -0.3037
C 6.361 3.123 -3.045 0.0775
C 7.421 3.505 -2.321 -0.2369
O 8.566 3.896 -2.866 0.1175
C 7.392 3.520 -0.818 -0.3096
O 8.402 3.863 -0.234 0.1142
C 6.164 3.127 -0.147 0.0819
C 5.103 2.747 -0.870 -0.2225
O 3.953 2.379 -0.310 0.0742
H 6.370 3.107 -4.125 0.1365
H 9.159 4.113 -2.121 0.1209
H 6.149 3.157 0.933 0.1390
H 3.330 2.141 -1.027 0.0656
O 3.940 5.553 1.682 0.1093
C 2.821 6.021 1.784 -0.3095
C 2.520 7.261 2.480 0.0757
C 1.253 7.692 2.556 -0.2363
O 0.906 8.814 3.173 0.1165
C 0.113 6.925 1.940 -0.3108
O -1.010 7.374 2.069 0.1123
C 0.420 5.698 1.226 0.0731
C 1.685 5.270 1.149 -0.2210
O 2.027 4.152 0.511 0.0820
H 3.344 7.804 2.920 0.1355
H -0.063 8.884 3.081 0.1206
H -0.396 5.153 0.773 0.0960
H 2.996 4.055 0.605 0.0927
```

The value obtained for the calculated total energy is -176238.932 eV. The multiplicity is 1. The calculation puts the LUMO energy at -0.057 Eh. The SMILES is CC(=O)N(C)c1c(Br)c(N=C(C)C)c(O)c2c1N(CC(C)C)c1c(cc(B(O)N(C)C)cc1[C@@H](Cl)[C@@H](C)Cl)S2.O=C1C=C(O)C(=O)C=C1O.O=C1C=C(O)C(=O)C=C1O. For the energy above the lowest of the compared OMol25 structures with the same formula, charge and spin, the calculation gives 0.0 kcal/mol.